The following is a quantum chemistry calculation of a 2-piece molecular cluster, C4H9NO3 overall in a non-equilibrium geometry, from the Open Molecules 2025 dataset.

Last column: Löwdin charge in e.
CARTESIAN COORDINATES (ANGSTROEM)
C (2.238256, 0.162148, -0.375598)  -0.169
O (1.641696, -0.043308, 0.910338)  -0.028
C (1.368231, -0.293346, -1.519314)  0.054
C (0.186732, 0.256499, -1.802830)  0.229
H (3.217658, -0.342772, -0.395274)  0.145
H (2.405941, 1.246987, -0.442674)  0.165
H (1.533865, -0.987355, 1.070922)  0.118
H (1.634832, -1.092563, -2.241474)  0.170
H (-0.670148, -0.333081, -2.268557)  0.158
H (-0.088284, 1.343259, -1.560551)  0.164
N (-2.152932, -0.796915, 1.658375)  0.130
C (-2.236800, 0.534776, 1.213505)  -0.581
O (-0.993114, 1.157147, 1.020517)  0.075
O (-3.277308, 1.085305, 0.925559)  0.114
H (-1.470023, -1.303674, 1.051735)  0.099
H (-3.107802, -1.223346, 1.593231)  0.134
H (-0.230797, 0.630233, 1.162089)  0.024

Cartesian forces (eV/Å) of the 6 atoms listed first:
C 0.9163 -0.6785 0.8225
O -0.4913 0.1504 -0.8306
C 1.7152 -0.9126 0.0265
C -4.2260 1.9788 -0.3341
H -0.3569 0.2282 -0.2136
H -0.1321 -0.1403 -0.2954

## Properties
Kohn-Sham gap (alpha / beta): 0.2751 / 0.1453 Eh
energy relative to the best compared isomer or geometry (same formula, charge and spin): 220.0 kJ/mol
largest force on an atom: 0.091 Eh/bohr
spin multiplicity: 2
⟨S²⟩: 0.75
charge: +1



The following is a quantum chemistry calculation of one molecule with the formula C7H8 in a non-equilibrium geometry, from the Open Molecules 2025 dataset.

Last column: Löwdin charge in e.
CARTESIAN COORDINATES (ANGSTROEM)
C (1.834752, 0.718998, -0.539571)  -0.161
C (2.127595, 0.012922, -1.580726)  0.188
C (0.462704, 0.097931, -0.202567)  -0.466
C (0.085343, -1.239049, 0.476296)  -0.078
C (-1.207884, -0.389121, 0.444222)  -0.219
C (-0.350621, 0.815905, 0.889311)  -0.088
C (-0.849123, -0.014911, -1.014747)  -0.082
H (2.195455, 1.533599, 0.066821)  0.100
H (0.535442, -1.434957, 1.455952)  0.112
H (0.107463, -2.121688, -0.170624)  0.111
H (-2.186256, -0.679537, 0.826671)  0.128
H (-0.705419, 1.817566, 0.619296)  0.115
H (0.097308, 0.779783, 1.890128)  0.115
H (-0.887839, -0.820709, -1.754878)  0.110
H (-1.258921, 0.923264, -1.405585)  0.114

Cartesian forces (eV/Å) of the 6 atoms listed first:
C 0.1500 -0.7170 -0.9437
C 0.1831 0.6039 0.5395
C 0.0225 0.2579 0.1890
C 0.1708 -0.1987 0.0650
C -0.3646 -0.1770 0.1072
C -0.1265 0.2231 0.2529

## Properties
Kohn-Sham gap: 0.3726 Eh
energy relative to the best compared isomer or geometry (same formula, charge and spin): 601.4 kJ/mol
largest force on an atom: 0.023 Eh/bohr
spin multiplicity: 1



The following is a quantum chemistry calculation of C19H9CoN5O9SSe as an isolated structure in a non-equilibrium geometry, from the Open Molecules 2025 dataset.

Last column: Löwdin charge in e.
CARTESIAN COORDINATES (ANGSTROEM)
Co (0.180499, 0.225190, 0.554322)  0.647
O (-1.870157, 4.027720, 4.597698)  0.065
C (-1.803178, 3.013885, 3.698044)  -0.279
C (-1.758133, 1.681439, 4.088913)  0.060
C (-1.655250, 0.715038, 3.107883)  -0.147
N (-1.552717, 1.024966, 1.823244)  0.133
C (-1.628067, 2.307208, 1.444555)  -0.173
C (-1.790238, 3.335212, 2.340030)  0.069
C (-1.349330, 2.501724, -0.033099)  -0.558
O (-1.765236, 3.460919, -0.656667)  0.058
O (-0.640903, 1.532621, -0.500838)  -0.079
C (-1.735557, -0.838546, 3.445314)  -0.643
O (-2.199907, -1.070110, 4.568629)  -0.020
O (-1.438874, -1.564231, 2.478987)  -0.060
H (-1.786524, 3.665249, 5.484074)  0.105
H (-1.789022, 1.380016, 5.128234)  0.127
H (-1.847756, 4.362226, 2.008111)  0.129
Se (1.152752, -3.089339, -6.158920)  1.090
N (2.203383, -2.008758, -5.203624)  -0.229
C (1.571970, -1.751287, -4.085511)  -0.332
C (2.099088, -0.893207, -3.048781)  -0.076
C (3.363113, -0.305794, -3.085036)  0.013
C (3.783673, 0.472294, -2.029934)  -0.008
C (2.907923, 0.694581, -0.964917)  -0.043
N (1.709662, 0.159379, -0.938240)  0.120
C (1.296527, -0.663045, -1.917447)  -0.096
C (0.031001, -1.321266, -1.739344)  -0.092
N (-0.625233, -1.102132, -0.583606)  0.082
C (-1.767000, -1.716390, -0.344738)  -0.033
C (-2.352898, -2.576395, -1.271526)  0.000
C (-1.717966, -2.799168, -2.473760)  0.016
C (-0.494062, -2.178780, -2.718806)  -0.077
C (0.277280, -2.375894, -3.927033)  -0.331
N (-0.128912, -3.120621, -4.924261)  -0.232
H (4.003074, -0.492104, -3.937543)  0.117
H (4.769679, 0.912446, -2.008672)  0.112
H (3.191077, 1.287067, -0.102694)  0.122
H (-2.201021, -1.543904, 0.635501)  0.106
H (-3.295062, -3.045606, -1.030751)  0.114
H (-2.141909, -3.455172, -3.222159)  0.117
O (1.380262, 0.091406, 3.745709)  -0.265
S (1.822891, 0.233029, 2.390989)  0.373
O (1.216205, -0.871344, 1.479280)  -0.357
O (1.124980, 1.407601, 1.693820)  -0.329
O (3.249855, 0.291877, 2.194586)  -0.315

Cartesian forces (eV/Å) of the 6 atoms listed first:
Co -1.1942 2.2935 -0.9034
O 0.0051 0.2219 -0.0895
C -0.0603 -0.4311 -0.0417
C -0.1025 0.4037 -0.1436
C 0.0145 -1.2139 0.2649
N 0.9432 -0.2085 -0.4212

## Properties
Kohn-Sham gap (alpha / beta): 0.2199 / 0.2197 Eh
energy relative to the best compared isomer or geometry (same formula, charge and spin): 114.7 kJ/mol
largest force on an atom: 0.053 Eh/bohr
spin multiplicity: 1
charge: -1



The following is a quantum chemistry calculation of one molecule with the formula C12H10NO2PS2 in a non-equilibrium geometry, from the Open Molecules 2025 dataset.

Last column: Löwdin charge in e.
CARTESIAN COORDINATES (ANGSTROEM)
O (0.462024, -2.189520, 2.800184)  -0.345
P (1.752968, -2.666003, 1.775570)  0.875
O (3.182329, -2.184807, 2.645926)  -0.343
C (1.821167, -1.626352, 0.204895)  -0.279
C (3.261037, -1.298564, -0.347357)  -0.073
C (3.502405, -0.449201, -1.626138)  -0.072
C (2.285795, 0.137339, -2.380749)  -0.065
C (0.870181, -0.183272, -1.860513)  -0.390
C (0.611565, -1.072669, -0.586763)  -0.190
N (-0.757658, -1.378251, -0.148948)  0.019
C (-1.602343, -0.183974, -0.003022)  -0.188
C (-2.396909, 0.049826, 1.300543)  -0.022
C (-3.297922, 1.301247, 1.463842)  -0.068
C (-3.408180, 2.304320, 0.287828)  -0.080
C (-2.642495, 2.108800, -1.073362)  -0.562
S (-2.829257, 3.302398, -2.467500)  0.659
C (-1.729531, 0.860738, -1.175212)  -0.398
S (-0.688431, 0.453281, -2.673545)  0.864
H (0.295347, -1.220641, 2.742153)  0.047
H (3.173354, -1.190675, 2.660266)  0.056
H (4.192342, -1.695941, 0.201503)  0.093
H (4.581203, -0.277994, -1.964248)  0.092
H (2.443838, 0.767644, -3.311383)  0.097
H (-0.788933, -1.994822, 0.672809)  0.096
H (-2.319751, -0.694193, 2.167183)  0.095
H (-3.863981, 1.409329, 2.458945)  0.097
H (-4.105066, 3.199441, 0.439244)  0.091
H (-2.005100, 4.412515, -2.202152)  -0.108

Cartesian forces (eV/Å) of the 6 atoms listed first:
O 1.1295 1.2968 -1.8465
P 0.9210 -1.0144 1.1687
O -2.3327 1.3435 -1.5417
C 0.9001 3.3240 -2.8511
C -2.0035 1.2758 -1.8829
C -3.4489 -1.0558 1.6849

## Properties
SMILES: OP(O)c1cccc2c1Nc1cccc(S)c1S2
Kohn-Sham gap: 0.2858 Eh
largest force on an atom: 0.087 Eh/bohr
spin multiplicity: 1



The following is a quantum chemistry calculation of an isolated ion of composition C6H7N2OS and charge -1 in a non-equilibrium geometry, from the Open Molecules 2025 dataset.

Last column: Löwdin charge in e.
CARTESIAN COORDINATES (ANGSTROEM)
C (-0.827215, 1.782256, -0.163908)  -0.006
C (0.248196, 1.131085, -0.491382)  0.000
C (-1.994788, 0.973863, 0.187957)  -0.654
C (1.635348, 0.608897, -0.471853)  -0.181
C (1.528725, -0.692556, 0.398191)  -0.184
C (0.347435, -1.523272, 0.014861)  -0.271
N (-0.601074, -0.673556, -0.640459)  -0.066
N (-1.758155, -0.320862, 0.000170)  -0.570
O (-2.987260, 1.492561, 0.621075)  -0.011
S (-2.989931, -1.548651, -0.029284)  0.226
H (-1.156897, 2.785038, -0.070751)  0.100
H (1.932032, 0.517763, -1.528656)  0.110
H (2.259183, 1.306686, 0.151677)  0.117
H (2.518540, -1.132067, 0.225130)  0.102
H (1.430123, -0.274611, 1.358203)  0.090
H (0.463196, -2.465356, -0.516061)  0.096
H (-0.047451, -1.967220, 0.955087)  0.105

Cartesian forces (eV/Å) of the 6 atoms listed first:
C 0.5645 0.3571 -0.1962
C -1.2930 -4.2154 -0.1347
C 0.6074 -1.1527 -0.4044
C -0.8405 1.2604 0.5017
C 2.1400 0.7936 -2.6241
C -1.4233 -0.9810 1.9164

## Properties
Kohn-Sham gap: 0.2104 Eh
energy relative to the best compared isomer or geometry (same formula, charge and spin): 0.0 kJ/mol
largest force on an atom: 0.086 Eh/bohr
spin multiplicity: 1
charge: -1



The following is a quantum chemistry calculation of an isolated ion of composition C2H5O3Si and charge -1 in a non-equilibrium geometry, from the Open Molecules 2025 dataset.

Last column: Löwdin charge in e.
CARTESIAN COORDINATES (ANGSTROEM)
C (1.477895, -0.750051, -0.417750)  -0.230
Si (-0.016420, 0.190675, 0.506600)  0.623
O (-0.062436, 1.792432, 0.009476)  -0.289
C (-1.964665, -0.286925, 0.125714)  -0.796
O (-2.286162, -1.470429, 0.116068)  -0.108
O (-2.651587, 0.740422, -0.123376)  -0.124
H (1.694678, -1.655769, 0.060773)  -0.032
H (1.315206, -0.829360, -1.439805)  -0.027
H (2.464973, -0.272236, -0.195821)  0.019
H (0.803691, 0.654161, 1.943084)  -0.015
H (-0.775177, 1.887082, -0.584959)  -0.021

Cartesian forces (eV/Å) of the 6 atoms listed first:
C 0.0454 2.2067 2.5252
Si 1.7719 1.4107 0.9287
O 1.7374 -0.2812 0.5068
C -0.1081 0.7790 0.1105
O 0.0349 -0.7647 0.0755
O 0.9955 -0.5758 0.1126

## Properties
SMILES: C[Si@@H](O)C(=O)[O-]
Kohn-Sham gap: 0.2962 Eh
energy relative to the best compared isomer or geometry (same formula, charge and spin): 107.2 kJ/mol
largest force on an atom: 0.065 Eh/bohr
spin multiplicity: 1
charge: -1



The following is a quantum chemistry calculation of one molecule with the formula C4H8N2O in a non-equilibrium geometry, from the Open Molecules 2025 dataset.

Last column: Löwdin charge in e.
CARTESIAN COORDINATES (ANGSTROEM)
C (0.287114, 1.323067, -0.213494)  -0.049
C (0.092618, -0.100109, 0.209521)  -0.388
N (-2.318762, -0.025136, 0.265402)  0.131
C (0.660893, -1.476871, -0.658809)  -0.044
C (-1.138033, -0.633555, 0.501295)  -0.123
O (2.603681, -0.320522, 0.102992)  -0.103
N (1.337728, -1.008193, 0.483241)  -0.116
H (3.134099, -0.461780, 0.897993)  0.079
H (-2.345330, 0.871321, -0.194100)  0.099
H (-3.159291, -0.577675, 0.228560)  0.107
H (1.049598, -1.058380, -1.603676)  0.045
H (-1.217849, -1.627773, 0.918567)  0.130
H (-0.321817, 1.584475, -1.085410)  0.078
H (0.004779, 1.999808, 0.600831)  0.085
H (1.330573, 1.511322, -0.452912)  0.070

Cartesian forces (eV/Å) of the 6 atoms listed first:
C -0.0823 -0.0068 0.0990
C 0.9919 0.1104 0.0822
N 0.2236 0.0681 -0.0131
C -0.2001 -0.3392 0.0894
C -0.0629 -0.1973 -0.1184
O -0.6941 0.2956 0.0594

## Properties
Kohn-Sham gap: 0.2798 Eh
energy relative to the best compared isomer or geometry (same formula, charge and spin): 647.3 kJ/mol
largest force on an atom: 0.019 Eh/bohr
spin multiplicity: 1



The following is a quantum chemistry calculation of C31H57ClHfO3P2SSi2 as an isolated structure in a non-equilibrium geometry, from the Open Molecules 2025 dataset.

Last column: Löwdin charge in e.
CARTESIAN COORDINATES (ANGSTROEM)
Hf (0.544513, -0.581111, -0.604255)  1.083
C (-1.556923, -2.000719, 0.418276)  -0.188
C (-1.607863, -2.023794, -1.005321)  -0.344
C (-0.406406, -2.680713, -1.449238)  -0.248
Si (-3.123240, -1.522344, -1.990439)  0.516
C (0.371556, -3.013729, -0.309063)  -0.245
C (-0.333841, -2.576558, 0.866324)  -0.342
Si (0.051941, -2.893577, 2.676089)  0.517
H (-2.428825, -1.849953, 1.056022)  0.108
H (-0.204142, -2.975293, -2.479790)  0.104
H (1.286807, -3.607594, -0.300525)  0.106
Cl (2.132381, 0.930942, -1.224200)  0.152
C (-1.498439, -2.928872, 3.700755)  -0.163
C (0.966469, -4.505638, 2.867343)  -0.168
C (-4.634268, -1.489456, -0.909094)  -0.163
C (-3.377323, -2.687066, -3.421921)  -0.168
H (0.229905, -5.311057, 2.730490)  0.041
H (1.371848, -4.583667, 3.885987)  0.040
H (1.779214, -4.658948, 2.149288)  0.021
H (-2.022751, -1.966150, 3.646779)  0.021
H (-1.240612, -3.142208, 4.746941)  0.039
H (-2.164440, -3.722682, 3.336217)  0.042
H (-3.764236, -3.630476, -3.009943)  0.041
H (-2.466816, -2.906424, -3.990434)  0.022
H (-4.133943, -2.278062, -4.106070)  0.039
H (-4.766478, -2.467794, -0.427342)  0.042
H (-5.519063, -1.280584, -1.525579)  0.039
H (-4.540401, -0.715672, -0.135759)  0.021
C (1.116382, -1.391539, 3.121943)  -0.398
C (-2.677481, 0.229108, -2.556435)  -0.401
P (2.184825, -0.866050, 1.738651)  0.972
H (1.703927, -1.622086, 4.024077)  0.043
H (0.426842, -0.565457, 3.361902)  0.040
P (-0.893398, 0.423976, -2.882219)  0.974
H (-2.956302, 0.913891, -1.740165)  0.039
H (-3.281234, 0.483572, -3.440821)  0.042
C (-0.785276, 2.226107, -3.362854)  -0.527
C (-0.694321, -0.518520, -4.498313)  -0.516
C (3.463524, -2.243398, 1.697206)  -0.519
C (3.092162, 0.594271, 2.465947)  -0.527
C (2.423181, 1.912233, 2.070827)  -0.137
H (4.087564, 0.541518, 1.994471)  0.107
C (3.240101, 0.576649, 3.991246)  -0.124
H (2.261873, 0.694761, 4.478739)  0.076
H (3.862420, 1.433311, 4.287577)  0.084
H (3.717375, -0.324732, 4.385527)  0.051
H (2.359556, 2.029236, 0.984711)  -0.002
H (3.002351, 2.753357, 2.476559)  0.085
H (1.408577, 1.981852, 2.482729)  0.050
H (2.856136, -3.138671, 1.493178)  0.064
C (4.204273, -2.458487, 3.022464)  -0.116
C (4.471185, -2.070731, 0.552964)  -0.112
H (3.544694, -2.707722, 3.862150)  0.065
H (4.811267, -1.582292, 3.283740)  0.071
H (4.895186, -3.303708, 2.893606)  0.083
H (4.110194, -2.544813, -0.363828)  0.046
H (5.415299, -2.565159, 0.820100)  0.078
H (4.688917, -1.015042, 0.340832)  0.074
H (-0.962872, -1.549294, -4.216930)  0.068
C (0.755317, -0.511982, -5.001932)  -0.112
C (-1.635424, -0.064042, -5.620311)  -0.116
H (-2.698975, -0.148280, -5.369198)  0.065
H (-1.458429, -0.707835, -6.493463)  0.083
H (-1.414155, 0.965205, -5.930017)  0.071
H (1.327177, -1.337984, -4.571936)  0.045
H (1.272155, 0.430440, -4.776175)  0.074
H (0.762180, -0.649413, -6.092145)  0.078
C (-0.386892, 3.092194, -2.165204)  -0.139
C (-2.062223, 2.813743, -3.973263)  -0.124
H (0.027020, 2.246638, -4.107959)  0.106
H (-2.866399, 2.858310, -3.226667)  0.077
H (-2.431891, 2.272145, -4.848124)  0.051
H (-1.849873, 3.844221, -4.291868)  0.083
H (-1.138081, 3.041122, -1.365699)  0.050
H (-0.311565, 4.141628, -2.483022)  0.084
H (0.576981, 2.790647, -1.745437)  -0.002
C (2.274523, -1.853818, -2.164615)  -0.285
H (2.133407, -2.913460, -2.403820)  -0.024
H (2.303290, -1.275547, -3.092034)  -0.081
H (3.249180, -1.717938, -1.689064)  -0.081
C (-0.416111, 6.629304, 2.899979)  -0.053
C (-0.832850, 5.223915, 2.584741)  -0.268
C (-1.581802, 4.968340, 1.432272)  -0.025
C (-1.938510, 3.665907, 1.087785)  -0.051
C (-1.513575, 2.610656, 1.900836)  -0.272
C (-0.844190, 2.856888, 3.103448)  -0.065
C (-0.494459, 4.163691, 3.430485)  -0.029
S (-1.778222, 0.954152, 1.381357)  0.574
O (-2.956005, 0.885183, 0.545270)  -0.299
O (-0.514284, 0.738686, 0.494615)  -0.519
O (-1.694436, 0.084495, 2.537383)  -0.309
H (0.183910, 7.055307, 2.085644)  0.087
H (-1.288689, 7.279824, 3.030743)  0.086
H (0.177800, 6.659865, 3.817049)  0.075
H (-1.884779, 5.798277, 0.792501)  0.121
H (-2.543905, 3.460757, 0.207805)  0.109
H (-0.603932, 2.026010, 3.766888)  0.114
H (0.055170, 4.365809, 4.352030)  0.118

Cartesian forces (eV/Å) of the 6 atoms listed first:
Hf 0.1266 -3.8198 -1.1655
C 0.1642 -0.9324 -0.4698
C 0.1280 -0.8246 0.3417
C -0.6637 -0.4284 0.4202
Si 0.8158 0.5336 0.2816
C -0.7624 -0.4110 0.2733

## Properties
Kohn-Sham gap: 0.2655 Eh
largest force on an atom: 0.078 Eh/bohr
spin multiplicity: 1